## a
{
  "formula": "C4H3ClF2",
  "method": "ωB97M-V/def2-TZVPD",
  "e_homo_ha": -0.331,
  "smiles": "C=C(F)/C=C(\\F)Cl",
  "e_lumo_ev": 0.736,
  "orbital_gap_ha": 0.3578,
  "symbols": ["C", "C", "F", "C", "C", "F", "Cl", "H", "H", "H"],
  "positions_angstrom": [[-0.122, 2.520, -1.341], [0.345, 1.358, -0.855], [1.572, 0.893, -1.167], [-0.487, 0.591, 0.020], [-0.126, -0.593, 0.445], [1.068, -1.095, 0.150], [-1.130, -1.671, 1.323], [-1.125, 2.823, -1.126], [0.381, 3.179, -2.066], [-1.467, 0.963, 0.237]]
}



## b
{
  "formula": "C4H3ClF2",
  "method": "ωB97M-V/def2-TZVPD",
  "e_homo_ha": [-0.302, -0.325],
  "e_lumo_ev": [-1.735, -1.306],
  "orbital_gap_ha": [0.2383, 0.2769],
  "symbols": ["C", "C", "C", "C", "F", "F", "Cl", "H", "H", "H"],
  "positions_angstrom": [[-1.953, -0.244, -0.173], [-0.759, 0.218, -0.001], [0.491, -0.533, 0.059], [2.369, 0.525, 0.399], [3.152, 0.328, -0.643], [1.878, 1.759, 0.321], [0.384, -2.229, 0.309], [-2.962, 0.342, -0.225], [-2.008, -1.353, -0.336], [-0.593, 1.187, 0.290]]
}



It turns out a is the most stable, with the second structure 111.0 kcal/mol higher.



## a
{
  "formula": "C5H14",
  "method": "ωB97M-V/def2-TZVPD",
  "e_homo_ha": [0.056, -0.276],
  "e_lumo_ev": [4.341, 4.350],
  "total_charge": -1,
  "multiplicity": 2,
  "orbital_gap_ha": [0.1031, 0.4355],
  "symbols": ["C", "C", "C", "H", "H", "H", "H", "H", "H", "H", "H", "C", "C", "H", "H", "H", "H", "H", "H"],
  "positions_angstrom": [[-1.966, -0.750, -0.670], [-2.244, -0.495, 0.821], [-0.729, -1.566, -1.019], [-2.836, -1.219, -1.168], [-2.004, 0.213, -1.199], [-1.352, 0.062, 1.150], [-2.368, -1.448, 1.331], [0.142, -1.028, -0.654], [-0.742, -2.527, -0.506], [-3.082, 0.201, 0.853], [-0.570, -1.608, -2.091], [2.323, 0.817, -0.163], [2.352, 1.888, 0.968], [2.512, 1.205, -1.166], [3.248, 0.246, -0.057], [1.452, 0.195, -0.007], [3.153, 1.606, 1.649], [2.573, 2.847, 0.492], [1.426, 1.932, 1.542]]
}



## b
{
  "formula": "C5H14",
  "method": "ωB97M-V/def2-TZVPD",
  "e_homo_ha": [0.057, -0.267],
  "e_lumo_ev": [4.207, 4.311],
  "total_charge": -1,
  "multiplicity": 2,
  "orbital_gap_ha": [0.0977, 0.4255],
  "symbols": ["C", "C", "H", "H", "H", "H", "H", "H", "C", "C", "C", "H", "H", "H", "H", "H", "H", "H", "H"],
  "positions_angstrom": [[-0.779, -1.401, -1.160], [0.039, -0.914, -2.448], [-1.359, -2.367, -1.509], [-0.319, -1.813, -0.327], [-1.428, -0.650, -0.715], [1.089, -1.138, -2.238], [-0.100, 0.245, -2.321], [-0.066, -1.396, -3.301], [-0.213, 1.130, 1.203], [0.699, 1.008, 0.063], [0.181, 0.294, 2.443], [-0.540, 2.206, 1.358], [-1.126, 0.634, 0.827], [1.299, 1.938, -0.094], [0.002, 0.891, 3.432], [-0.210, -0.666, 2.338], [0.288, 0.765, -0.830], [1.560, 0.412, 0.353], [1.347, 0.243, 2.423]]
}



It turns out a is the most stable, with the second structure 41.6 kcal/mol higher.



## a
{
  "formula": "C4H3ClN2",
  "method": "ωB97M-V/def2-TZVPD",
  "e_homo_ha": -0.443,
  "smiles": "N#CC[C@H](Cl)C#N",
  "e_lumo_ev": 0.425,
  "orbital_gap_ha": 0.4581,
  "symbols": ["N", "C", "C", "C", "Cl", "C", "N", "H", "H", "H"],
  "positions_angstrom": [[2.699, 0.313, 0.903], [1.790, 0.191, 0.215], [0.592, 0.004, -0.601], [-0.618, -0.400, 0.286], [-1.339, -1.937, -0.279], [-1.635, 0.652, 0.289], [-2.331, 1.562, 0.342], [0.765, -0.760, -1.355], [0.377, 0.943, -1.111], [-0.300, -0.569, 1.311]]
}



## b
{
  "formula": "C4H3ClN2",
  "method": "ωB97M-V/def2-TZVPD",
  "e_homo_ha": [-0.325, -0.325],
  "e_lumo_ev": [-1.513, -1.515],
  "orbital_gap_ha": [0.2693, 0.2692],
  "symbols": ["C", "C", "C", "C", "N", "N", "Cl", "H", "H", "H"],
  "positions_angstrom": [[-1.949, -1.244, 0.089], [-3.021, -0.672, -0.518], [-0.485, 1.794, -0.050], [0.842, 1.121, -0.065], [-0.774, -0.762, 0.153], [-0.419, 0.505, -0.039], [-4.130, 0.395, 0.091], [-2.255, -2.281, 0.230], [1.400, 1.097, -0.999], [1.613, 1.255, 0.848]]
}



It turns out a is the most stable, with the second structure 187.9 kcal/mol higher.



## a
{
  "formula": "C4H11NP",
  "method": "ωB97M-V/def2-TZVPD",
  "e_homo_ha": -0.496,
  "e_lumo_ev": -3.411,
  "total_charge": 1,
  "orbital_gap_ha": 0.3704,
  "symbols": ["C", "C", "C", "C", "N", "P", "H", "H", "H", "H", "H", "H", "H", "H", "H", "H", "H"],
  "positions_angstrom": [[-1.333, 0.349, 0.728], [-0.275, 1.268, 0.197], [-1.292, -0.874, -0.228], [0.935, 0.034, -0.715], [0.162, -1.328, -0.591], [2.633, 0.116, 0.022], [-1.018, 0.158, 1.799], [-2.314, 0.711, 0.544], [-0.558, 2.037, -0.464], [0.296, 1.793, 0.964], [-1.772, -1.725, 0.318], [-1.632, -0.539, -1.143], [0.856, 0.389, -1.764], [0.428, -1.987, 0.153], [0.295, -1.859, -1.406], [2.094, -0.110, 1.445], [2.493, 1.566, 0.142]]
}



## b
{
  "formula": "C4H11NP",
  "method": "ωB97M-V/def2-TZVPD",
  "e_homo_ha": -0.487,
  "e_lumo_ev": -4.156,
  "total_charge": 1,
  "orbital_gap_ha": 0.3345,
  "symbols": ["C", "C", "C", "C", "N", "P", "H", "H", "H", "H", "H", "H", "H", "H", "H", "H", "H"],
  "positions_angstrom": [[0.425, 0.055, -0.289], [0.512, 0.169, 1.195], [2.599, -0.403, -1.200], [1.119, -0.243, -1.314], [-2.782, 0.574, 0.686], [-1.909, 0.182, -1.025], [1.514, 0.013, 1.513], [-0.204, -0.549, 1.637], [0.316, 1.150, 1.684], [3.119, 0.492, -1.576], [2.936, -0.601, -0.066], [2.856, -1.441, -1.696], [0.631, -0.177, -2.212], [-2.817, -0.191, 1.375], [-3.839, 0.763, 0.699], [-2.502, 1.392, 1.236], [-1.975, -1.184, -0.647]]
}



## c
{
  "formula": "C4H11NP",
  "method": "ωB97M-V/def2-TZVPD",
  "e_homo_ha": [-0.471, -0.471],
  "e_lumo_ev": [-6.363, -6.362],
  "total_charge": 1,
  "orbital_gap_ha": [0.2368, 0.2369],
  "symbols": ["C", "C", "C", "C", "N", "P", "H", "H", "H", "H", "H", "H", "H", "H", "H", "H", "H"],
  "positions_angstrom": [[0.097, -0.548, 0.260], [-1.175, 0.347, 0.017], [-1.092, 1.832, 0.228], [2.340, -0.677, -0.774], [1.512, -0.163, 0.171], [-2.625, -0.575, -0.259], [-0.196, -1.096, 1.182], [0.096, -1.487, -0.470], [0.046, 1.998, 0.064], [-1.225, 2.213, 1.272], [-1.809, 2.373, -0.346], [2.536, -0.018, -1.678], [3.415, -0.920, -0.343], [1.855, -1.653, -1.052], [1.838, 0.508, 0.866], [-3.360, -0.250, 0.808], [-2.253, -1.883, 0.053]]
}



It turns out a is the most stable, with the second structure 15.0 kcal/mol higher.



## a
{
  "formula": "C8H15N2",
  "method": "ωB97M-V/def2-TZVPD",
  "e_homo_ha": -0.537,
  "e_lumo_ev": -3.050,
  "total_charge": 1,
  "orbital_gap_ha": 0.4246,
  "symbols": ["C", "C", "C", "C", "C", "C", "C", "C", "N", "N", "H", "H", "H", "H", "H", "H", "H", "H", "H", "H", "H", "H", "H", "H", "H"],
  "positions_angstrom": [[-1.784, 1.247, -0.035], [1.191, -0.050, -1.381], [0.088, -1.061, -1.384], [1.445, 0.247, 0.099], [0.268, -0.380, 0.851], [1.496, 1.760, -0.027], [0.151, -0.194, 2.337], [-1.650, -1.837, 0.343], [-0.388, -1.137, 0.054], [-2.103, 1.637, -1.071], [2.041, -0.298, -1.995], [0.755, 0.852, -1.904], [-0.773, -0.820, -1.880], [0.420, -2.151, -1.638], [2.347, -0.012, 0.546], [0.515, 2.228, -0.123], [2.034, 1.917, -0.927], [1.968, 2.242, 0.854], [-0.836, -0.307, 2.596], [0.492, 0.853, 2.439], [0.921, -0.903, 2.590], [-2.568, -1.376, -0.178], [-1.491, -2.908, 0.031], [-1.824, -1.674, 1.510], [-2.716, 2.128, -1.708]]
}



## b
{
  "formula": "C8H15N2",
  "method": "ωB97M-V/def2-TZVPD",
  "e_homo_ha": -0.456,
  "smiles": "CCN1CC[NH2+]C2(C=C2)C1",
  "e_lumo_ev": -3.100,
  "total_charge": 1,
  "orbital_gap_ha": 0.3425,
  "symbols": ["C", "C", "N", "C", "C", "N", "C", "C", "C", "C", "H", "H", "H", "H", "H", "H", "H", "H", "H", "H", "H", "H", "H", "H", "H"],
  "positions_angstrom": [[-0.244, 2.752, 0.957], [-1.054, 1.712, 0.218], [-0.346, 0.414, 0.111], [0.817, 0.437, -0.774], [1.681, -0.755, -0.649], [0.726, -1.901, -0.811], [-0.335, -1.935, 0.244], [-0.789, -3.213, 0.641], [-0.028, -2.601, 1.544], [-1.170, -0.726, -0.019], [0.727, 2.837, 0.505], [-0.829, 3.738, 0.847], [-0.138, 2.538, 2.057], [-1.903, 1.595, 0.844], [-1.284, 2.032, -0.896], [1.371, 1.292, -0.597], [0.558, 0.391, -1.853], [2.503, -0.580, -1.386], [2.162, -0.938, 0.241], [0.379, -1.579, -1.836], [1.321, -2.753, -0.920], [-1.144, -4.075, 0.139], [0.529, -2.615, 2.441], [-1.744, -0.951, -1.023], [-2.088, -0.506, 0.636]]
}



It turns out a is the most stable, with the second structure 39.5 kcal/mol higher.